# 1
The following is a DFT calculation (ωB97M-V with the def2-TZVPD basis set) of 2 unconnected molecules or ions with the total composition C3H6N2.

For the LUMO energy (alpha / beta), the calculation gives 0.3 / 0.3 eV. Its relative energy (zero: lowest compared OMol25 entry of this formula, charge and spin) is 3.210 eV. The strongest force on any atom comes out at 0.021 Eh/bohr.

```
! wB97M-V def2-TZVPD RIJCOSX def2/J DEFGRID3
* xyz 0 1
C 1.5105 -0.5824 0.0762
N 0.2303 -0.5556 0.3550
C -0.8351 -0.2840 -0.4299
C -2.1161 -0.2793 0.1494
N -3.1698 -0.2713 0.6465
H 1.8315 -0.4098 -0.9423
H 2.2099 -0.8056 0.8676
H 1.0683 1.9631 -0.3899
H -0.0113 -0.7254 1.3284
H 0.3339 1.9976 -0.5312
H -0.6741 -0.1304 -1.4870
*
```

The natural (NBO) scheme yields these atomic charges, measured in e: -0.250, -0.351, -0.306, 0.213, -0.351, 0.200, 0.205, -0.017, 0.426, 0.001, 0.230


# 2
The following is a DFT calculation (ωB97M-V with the def2-TZVPD basis set) of 2 unconnected molecules or ions with the total composition C4H6O2.

For the LUMO energy, the calculation gives 0.8 eV. Its relative energy (zero: lowest compared OMol25 entry of this formula, charge and spin) is 3.086 eV. The strongest force on any atom comes out at 0.012 Eh/bohr.

```
! wB97M-V def2-TZVPD RIJCOSX def2/J DEFGRID3
* xyz 0 1
O -1.0761 0.5124 -1.2591
C 0.0366 0.4497 -0.8082
C 1.1642 1.1612 -0.1943
C 1.2272 -0.3613 -0.5333
H 1.7175 1.8580 -0.8181
H 1.1156 1.4361 0.8580
H 1.8328 -0.6817 -1.3778
H 1.2115 -1.0623 0.3002
C -1.8141 -0.8270 0.9574
O -1.7255 -2.0128 0.7758
H -2.6960 -0.2272 0.6659
H -0.9935 -0.2451 1.4335
*
```

The natural (NBO) scheme yields these atomic charges, measured in e: -0.495, 0.603, -0.540, -0.534, 0.241, 0.238, 0.243, 0.248, 0.287, -0.505, 0.127, 0.088


# 3
The following is a DFT calculation (ωB97M-V with the def2-TZVPD basis set) of a gas-phase ion, C2H3Br2O2Si (charge -1).

For the LUMO energy, the calculation gives 3.1 eV. Its relative energy (zero: lowest compared OMol25 entry of this formula, charge and spin) is 0.704 eV. The strongest force on any atom comes out at 0.072 Eh/bohr.

```
! wB97M-V def2-TZVPD RIJCOSX def2/J DEFGRID3
* xyz -1 1
C -0.2134 0.2008 0.1951
Si 0.4844 1.9009 0.7385
Br -1.7901 2.2183 2.2780
Br 1.8229 1.3073 2.6085
C 1.7738 2.7663 -0.7769
O 1.5017 3.8300 -1.1788
O 2.6189 1.9270 -0.8058
H -1.1464 -0.2017 0.4216
H -0.3089 0.3346 -0.9042
H 0.7150 -0.3820 0.3381
*
```

The natural (NBO) scheme yields these atomic charges, measured in e: -1.168, 1.046, -0.616, -0.445, 0.732, -0.619, -0.636, 0.247, 0.218, 0.239


Number 1: M 70.1 g/mol. Number 2: M 86.1 g/mol. Number 3: M 246.9 g/mol.